Record 1
The following is a DFT calculation (wB97M-V/def2-TZVPD) of a molecular structure, C8H24Cl2O8S2Ti.

Values from the calculation:
* highest occupied orbital energy (alpha / beta): -0.34 / -4.74 eV
* net charge: -1
* <S²>: 3.752
* 2S+1: 4

Atoms and positions in Å:
Ti -2.214748 1.431880 -0.312758
Cl -3.411746 1.525346 -2.784582
Cl -0.676008 3.828783 -0.484329
O -0.189471 -2.435737 -1.561038
S 0.402186 -1.227734 -2.102924
O -0.081268 0.097950 -1.694791
O 2.087350 -1.375683 -1.847361
C 2.878347 -0.208534 -1.581941
C 4.286569 -0.489751 -1.716715
C 0.462051 -1.276566 -3.945709
H 2.739515 0.134197 -0.556584
H 2.609779 0.581155 -2.283627
H 4.879171 0.350590 -1.355132
H 4.577075 -0.624506 -2.758611
H 4.677303 -1.363224 -1.194723
H -0.523034 -1.279727 -4.412291
H 1.012272 -2.184365 -4.193190
H 1.001340 -0.418175 -4.346261
O -0.960816 0.160656 1.196449
S -0.020956 -0.061489 2.272629
O -0.332101 -0.794802 3.524821
O 1.319443 -0.704811 1.682981
C 2.447727 -0.885291 2.532360
C 3.615003 -0.875936 1.608928
C 0.644078 1.568122 2.674661
H 2.400283 -1.836055 3.063294
H 2.680691 -0.194175 3.342404
H 3.819210 0.145574 1.288116
H 3.447399 -1.589776 0.802418
H 4.432890 -1.290240 2.198413
H -0.203847 2.016353 3.192541
H 0.815526 2.110035 1.744582
H 1.413564 1.535119 3.445963
C -3.280836 -2.048840 -0.536900
O -3.812727 -0.713845 -0.208055
H -2.360857 -1.863301 -1.091260
H -3.043079 -2.704710 0.300604
H -3.907187 -2.601384 -1.237244
H -3.891405 -0.122243 -0.960007
C -5.030896 2.495420 1.692698
O -4.281954 2.575578 0.558816
H -6.038062 2.837389 1.454412
H -5.066729 1.543796 2.223012
H -4.614364 3.122019 2.481349
H -4.706680 3.110940 -0.115419

Forces on atoms 1 to 3 (eV/Å):
0.107 0.546 0.010
0.005 -0.218 0.654
-0.155 -0.682 0.206

***

Record 2
The following is a DFT calculation (wB97M-V/def2-TZVPD) of a molecular structure, C8H24FeNO11.

Values from the calculation:
* highest occupied orbital energy (alpha / beta): -11.59 / -11.59 eV
* energy above the lowest of the compared OMol25 structures with the same formula, charge and spin: 0.0 kcal per mole
* net charge: +1
* <S²>: 6.006
* 2S+1: 5

Atoms and positions in Å:
Fe -2.921721 -0.347713 1.039246
N -0.067958 0.518265 -0.183022
O 0.632482 0.296774 0.813984
O -1.291468 0.120646 -0.120120
O 0.328049 1.110850 -1.158016
C -3.157397 -3.249882 0.569335
C -3.669715 -2.606339 -0.730112
O -3.745795 -1.170225 -0.702797
O -2.388991 -2.341556 1.375461
H -2.656230 -4.182438 0.318855
H -4.005562 -3.568846 1.182832
H -4.634014 -3.075611 -0.923396
H -2.967366 -2.922220 -1.502984
H -4.078631 -0.881676 -1.563195
H -1.675495 -2.837602 1.853016
C 0.948214 4.136461 -2.592631
C -0.467979 4.002489 -3.146514
O -1.409386 4.843336 -2.511205
O 1.673586 2.951423 -2.911257
H 0.970623 4.311051 -1.513945
H 1.483567 4.960519 -3.060875
H -0.792956 2.969878 -2.944643
H -0.468351 4.100943 -4.237168
H -2.306836 4.675724 -2.795179
H 1.249340 2.250936 -2.398494
C 0.748588 -3.265021 1.020226
C 0.481526 -4.628482 1.615271
O -0.878454 -4.637251 2.094944
O 0.422362 -2.290713 1.980119
H 0.095083 -3.170513 0.135982
H 1.758658 -3.179026 0.610639
H 1.087495 -4.788584 2.512064
H 0.716668 -5.404932 0.886482
H -1.214532 -5.533309 1.989171
H 0.488453 -1.408985 1.581812
C 2.673242 3.068642 1.283103
C 3.651777 1.974583 0.889120
O 3.524291 0.818214 1.688807
O 2.937556 3.687088 2.542462
H 1.682531 2.614231 1.416265
H 2.574687 3.889345 0.560187
H 4.670676 2.367461 0.931504
H 3.481699 1.737570 -0.168085
H 2.635008 0.475173 1.553497
H 3.882677 3.609324 2.719257

Forces on atoms 1 to 3 (eV/Å):
2.478 -0.688 -1.520
1.703 0.903 1.186
-0.270 -0.186 -0.427

***

Record 3
The following is a DFT calculation (wB97M-V/def2-TZVPD) of 5 unconnected molecules or ions with the total composition C8H24INO6.

Values from the calculation:
* highest occupied orbital energy: 1.62 eV
* net charge: -2
* 2S+1: 1

Atoms and positions in Å:
I 2.244675 -0.785512 -0.503385
O 0.459100 2.650766 -1.508930
H 0.879574 1.892664 -1.073890
C 0.245592 -0.482736 3.451289
C -0.471756 0.203925 2.293467
C -1.867149 0.582098 2.706017
O -2.655677 1.079071 1.622511
C -3.865893 1.536940 2.139497
N 0.280813 1.391496 1.837938
H 1.319503 -0.479559 3.237228
H 0.106991 -1.569959 3.436155
H 0.087802 0.045268 4.394520
H -0.510457 -0.525958 1.482035
H -1.894613 1.246701 3.581918
H -2.396249 -0.302137 3.093987
H -4.535961 0.793321 2.617839
H -4.583893 1.752150 1.341667
H -3.761321 2.333776 2.877510
H 0.706737 1.804798 2.667088
H 1.085100 1.056706 1.299575
C -2.420763 -3.591900 1.043270
C -0.946549 -3.479603 0.751316
O -0.715282 -2.572911 -0.327229
O -2.937226 -2.424566 1.726017
H -2.506763 -4.360051 1.812711
H -2.957931 -3.682610 0.097428
H -0.480261 -4.465710 0.629986
H -0.414782 -3.002536 1.585955
H 0.262174 -2.477090 -0.348372
H -2.781233 -1.709165 1.088018
C 3.931787 2.272618 -5.262388
C 3.382936 0.928733 -4.753911
O 2.670292 1.213490 -3.573303
O 2.959437 3.279261 -5.424432
H 4.412030 2.060770 -6.232087
H 4.750180 2.589914 -4.607776
H 4.214698 0.228961 -4.629102
H 2.731824 0.577637 -5.568096
H 2.668096 0.399206 -3.038468
H 3.304415 3.991732 -5.963573

Forces on atoms 1 to 3 (eV/Å):
0.319 -0.543 0.100
0.024 0.112 0.097
-0.206 0.275 -0.189

***

Record 4
The following is a DFT calculation (wB97M-V/def2-TZVPD) of a molecular structure, C8H24KO4.

Values from the calculation:
* highest occupied orbital energy: -13.51 eV
* energy above the lowest of the compared OMol25 structures with the same formula, charge and spin: 21.9 kcal per mole
* net charge: +1
* 2S+1: 1

Atoms and positions in Å:
K -0.205448 0.710262 -0.848383
C -3.014207 -3.097887 -0.758351
C -3.627334 -1.695897 -0.395632
O -2.785796 -0.629613 -0.830941
H -2.798641 -3.163765 -1.824785
H -3.677564 -3.926945 -0.511908
H -2.136726 -3.292585 -0.141735
H -3.721801 -1.639020 0.688780
H -4.631330 -1.643563 -0.816759
H -3.247413 0.129912 -0.468122
C 0.684433 -2.379724 -2.045105
C 1.396334 -2.584332 -0.723125
O 1.747680 -1.360517 -0.228715
H 0.450773 -3.329941 -2.525304
H 1.307713 -1.805240 -2.730364
H -0.240512 -1.818853 -1.910934
H 2.242547 -3.241645 -0.923000
H 0.906300 -3.190955 0.038436
H 2.173810 -1.500382 0.620075
C 3.208385 1.446076 -0.312524
C 2.771492 2.935843 -0.125095
O 1.365310 2.984259 -0.367107
H 3.012479 0.872894 0.593674
H 4.264811 1.380175 -0.572726
H 2.758584 0.995233 -1.197122
H 3.340642 3.481409 -0.877780
H 3.040239 3.387921 0.829623
H 0.993404 3.855890 -0.213674
C 0.343533 1.912850 2.420611
C -1.055392 2.361111 1.956671
O -1.749982 1.250516 1.465236
H 0.804882 1.160330 1.781113
H 0.127026 1.373925 3.342991
H 1.064618 2.715567 2.574805
H -0.923788 3.060959 1.131447
H -1.585365 2.792088 2.806077
H -2.603693 1.493644 1.099652

Forces on atoms 1 to 3 (eV/Å):
0.118 -0.199 0.145
-0.272 1.063 0.430
0.237 -2.356 0.164

***

Record 5
The following is a DFT calculation (wB97M-V/def2-TZVPD) of a gas-phase ion, C8H24NSi2 (charge +1).

Values from the calculation:
* highest occupied orbital energy: -13.15 eV
* energy above the lowest of the compared OMol25 structures with the same formula, charge and spin: 0.0 kcal per mole
* net charge: +1
* 2S+1: 1
* SMILES: CC([NH3+])([Si](C)(C)C)[Si](C)(C)C

Atoms and positions in Å:
C -0.140890 -1.905199 0.711453
C -3.197755 -0.526716 -0.354631
C -1.551333 2.044643 -0.981743
C -1.626388 0.822646 2.063239
C 1.352642 1.662942 1.062845
C 3.068418 -0.957346 0.856089
C 2.357670 0.330457 -1.783534
C -0.181866 -0.728159 -0.217510
N -0.481667 -1.391493 -1.648846
Si -1.644753 0.451891 0.160051
Si 1.749268 0.125231 0.047715
H 0.331949 -1.537183 1.700929
H -1.111959 -2.134104 0.972859
H 0.583606 -2.682420 0.363138
H -3.259684 -0.839895 -1.390013
H -3.236873 -1.455938 0.260244
H -4.061553 0.038838 -0.060997
H -2.348500 2.268824 -1.554169
H -1.214958 2.872245 -0.291405
H -0.695106 1.902122 -1.656664
H -1.976021 1.860652 2.211836
H -2.359396 0.381860 2.661976
H -0.548112 0.543205 2.305454
H 0.427390 2.176364 0.580610
H 1.257886 1.485791 2.097694
H 2.293205 2.287161 1.118900
H 3.941545 -0.319911 0.874645
H 2.898350 -1.392013 1.807542
H 3.245930 -1.979966 0.336231
H 2.099951 -0.345566 -2.586804
H 2.203309 1.302761 -2.279238
H 3.469130 0.260380 -1.618466
H 0.095365 -0.890945 -2.289468
H -0.271284 -2.453948 -1.591046
H -1.467503 -1.277217 -1.888926

Forces on atoms 1 to 3 (eV/Å):
2.959 1.361 1.853
1.093 -0.907 1.163
4.080 -1.284 3.335

***

Record 6
The following is a DFT calculation (wB97M-V/def2-TZVPD) of 4 unconnected molecules or ions with the total composition C8H24O4.

Values from the calculation:
* highest occupied orbital energy: -9.58 eV
* energy above the lowest of the compared OMol25 structures with the same formula, charge and spin: 41.9 kcal per mole
* 2S+1: 1
* SMILES: CCO.CCO.CCO.CCO

Atoms and positions in Å:
C 0.533359 4.171887 1.180221
C -0.274580 3.903273 -0.058741
O -1.113650 2.853753 0.310994
H 1.182280 5.030956 1.009870
H 1.203107 3.390050 1.538382
H -0.024108 4.543312 2.040086
H 0.441961 3.360496 -0.675232
H -0.778385 4.734433 -0.552163
H -1.821960 2.964577 -0.327443
C -1.848056 0.556155 3.715321
C -0.964072 -0.700247 3.869721
O 0.350749 -0.247355 3.941926
H -1.622504 1.296638 4.482728
H -2.929417 0.477662 3.827590
H -1.637104 1.070299 2.777636
H -1.169185 -1.380067 3.042760
H -1.184163 -1.211784 4.806730
H 0.735653 -0.141936 3.068810
C 1.327549 -0.637550 -1.370734
C 1.515546 0.165403 -0.052671
O 0.369359 0.217351 0.846880
H 1.051035 -1.681008 -1.219651
H 2.039166 -0.455931 -2.176166
H 0.339325 -0.406988 -1.768646
H 1.566892 1.207943 -0.366641
H 2.461328 -0.162548 0.378651
H -0.146855 1.016969 0.721459
C 0.549914 -3.694662 -2.807895
C -0.214512 -4.049514 -4.069759
O -0.281187 -2.936218 -4.921353
H 1.491965 -3.156316 -2.911912
H 0.765349 -4.559724 -2.180705
H -0.084505 -3.027848 -2.223975
H -1.228260 -4.269316 -3.734945
H 0.205821 -4.960826 -4.495118
H -0.807856 -3.281317 -5.646015

Forces on atoms 1 to 3 (eV/Å):
0.708 2.353 0.762
2.547 -1.452 0.996
-2.372 -0.434 -0.251

***

DFT total energy across the listed records, respectively: -94894.518; -67071.410; -30557.313; -33194.907; -25924.075; -16872.891 eV.